1.
The following is a DFT calculation (ωB97M-V/def2-TZVPD) of 2 unconnected molecules or ions with the total composition C11H14N2.

```
27
Properties=species:S:1:pos:R:3:lowdin_charge:R:1
C -2.035 0.320 -2.561 -0.043
C -0.134 -2.619 -1.942 -0.231
C -1.105 -0.848 -2.663 -0.365
C 0.125 -0.879 -3.252 -0.074
N -1.241 -1.938 -1.840 0.080
N 0.721 -2.037 -2.814 0.048
H 0.078 -3.464 -1.303 0.120
H 1.628 -2.374 -3.104 0.148
H 0.665 -0.160 -3.840 0.112
H -2.157 0.592 -1.514 0.071
H -2.966 0.153 -3.096 0.071
H -1.555 1.201 -3.002 0.074
C -0.582 1.349 3.917 -0.053
C 0.154 1.031 2.633 -0.286
C -0.350 0.064 1.771 -0.045
C 1.326 1.695 2.296 -0.064
C 0.458 -0.369 0.721 -0.088
C 2.092 1.303 1.208 -0.091
C 1.715 0.167 0.493 -0.097
H -0.540 2.389 4.233 0.076
H -0.298 0.609 4.652 0.077
H -1.307 -0.437 1.862 0.113
H 1.651 2.577 2.840 0.109
H 0.075 -1.145 0.068 0.069
H 2.896 1.893 0.784 0.100
H 2.341 -0.246 -0.291 0.094
H -1.654 1.174 3.746 0.075
```

Summary:
energy above the lowest of the compared OMol25 structures with the same formula, charge and spin = 36.1 kJ/mol
LUMO = 0.81 eV
frontier orbital gap = 9.49 eV
SMILES = Cc1c[nH]cn1.Cc1ccccc1
net charge = 0
HOMO level = -8.676 eV

=====

2.
The following is a DFT calculation (ωB97M-V/def2-TZVPD) of 2 unconnected molecules or ions with the total composition C11H14N2O.

```
28
Properties=species:S:1:pos:R:3:lowdin_charge:R:1
C -0.780 0.241 -3.242 -0.051
C -1.501 -0.892 0.323 -0.046
C -1.579 -2.268 0.167 -0.322
C -1.204 -0.084 -0.767 -0.054
C -0.939 -0.626 -2.013 -0.281
C -1.302 -2.830 -1.065 -0.026
C -1.035 -2.007 -2.157 -0.041
O -1.799 -3.033 1.290 0.044
H -1.627 -0.456 1.302 0.115
H -1.203 0.986 -0.578 0.124
H -1.248 -3.895 -1.219 0.111
H -1.764 -3.961 1.020 0.104
H -0.338 -0.317 -4.068 0.073
H -0.111 1.082 -3.048 0.076
H -0.747 -2.535 -3.058 0.112
H -1.738 0.604 -3.588 0.078
C 2.743 3.519 0.398 -0.044
C 1.901 1.032 0.539 -0.082
C 1.939 2.348 0.917 -0.352
C 0.739 1.339 2.377 -0.215
N 1.132 0.400 1.484 0.041
N 1.231 2.511 2.088 0.087
H 2.061 0.598 -0.437 0.113
H 0.637 -0.443 1.236 0.113
H 3.792 3.253 0.532 0.073
H 2.421 4.411 0.912 0.067
H 0.106 1.106 3.217 0.115
H 2.599 3.622 -0.677 0.067
```

Summary:
energy above the lowest of the compared OMol25 structures with the same formula, charge and spin = 122.2 kJ/mol
LUMO = 0.66 eV
frontier orbital gap = 9.08 eV
SMILES = Cc1ccc(O)cc1.Cc1c[nH]cn1
net charge = 0
HOMO level = -8.425 eV

=====

3.
The following is a DFT calculation (ωB97M-V/def2-TZVPD) of 2 unconnected molecules or ions with the total composition C11H14N2O.

```
28
Properties=species:S:1:pos:R:3:lowdin_charge:R:1
C -1.173 1.827 3.338 -0.062
C -0.300 2.079 0.902 -0.075
C -0.250 2.278 2.266 -0.342
C 1.252 3.535 1.412 -0.214
N 0.739 2.815 0.393 0.061
N 0.705 3.243 2.575 0.088
H -0.983 1.387 0.478 0.082
H 0.922 2.991 -0.577 0.146
H -1.069 0.741 3.432 0.073
H -2.227 2.075 3.294 0.066
H 2.088 4.220 1.415 0.114
H -0.930 2.271 4.315 0.076
C -1.889 -4.077 -0.735 -0.067
C -0.352 -0.674 -0.923 -0.028
C 0.826 -0.919 -1.615 -0.312
C -1.259 -1.681 -0.697 -0.020
C -0.927 -3.004 -1.161 -0.287
C 1.115 -2.170 -2.149 -0.010
C 0.160 -3.180 -1.974 -0.055
O 1.671 0.141 -1.831 0.037
H -0.614 0.340 -0.675 0.065
H -1.985 -1.676 0.107 0.114
H 2.024 -2.333 -2.700 0.108
H 2.374 -0.148 -2.418 0.096
H -2.937 -3.776 -0.705 0.074
H -1.654 -4.254 0.329 0.089
H 0.187 -4.133 -2.486 0.111
H -1.832 -4.999 -1.309 0.073
```

Summary:
energy above the lowest of the compared OMol25 structures with the same formula, charge and spin = 199.3 kJ/mol
LUMO = 0.64 eV
frontier orbital gap = 9.03 eV
SMILES = Cc1ccc(O)cc1.Cc1c[nH]cn1
net charge = 0
HOMO level = -8.387 eV

=====

4.
The following is a DFT calculation (ωB97M-V/def2-TZVPD) of 2 unconnected molecules or ions with the total composition C11H14N2O.

```
28
Properties=species:S:1:pos:R:3:lowdin_charge:R:1
C -2.571 0.956 -1.235 -0.033
C -2.921 0.248 0.032 -0.336
C -2.841 -1.290 1.516 -0.199
C -4.035 0.401 0.796 -0.057
N -2.181 -0.823 0.493 0.090
N -3.979 -0.609 1.737 0.045
H -2.595 -2.140 2.129 0.121
H -2.924 1.978 -1.332 0.076
H -3.009 0.428 -2.081 0.083
H -4.505 -0.710 2.589 0.148
H -4.825 1.127 0.836 0.114
H -1.497 0.950 -1.384 0.061
C 4.791 1.237 0.647 -0.065
C 1.178 -0.465 -0.943 -0.339
C 1.253 -0.057 0.377 -0.027
C 2.328 -0.367 -1.731 -0.019
C 2.428 0.481 0.874 -0.051
C 3.498 0.219 -1.275 -0.046
C 3.545 0.629 0.048 -0.292
O 0.091 -1.033 -1.518 0.023
H -0.577 -1.308 -0.871 0.065
H 0.348 -0.118 0.976 0.097
H 2.179 -0.737 -2.734 0.112
H 2.565 0.639 1.932 0.105
H 4.293 0.328 -1.989 0.108
H 4.806 1.152 1.731 0.068
H 4.819 2.315 0.483 0.075
H 5.711 0.855 0.202 0.074
```

Summary:
energy above the lowest of the compared OMol25 structures with the same formula, charge and spin = 87.7 kJ/mol
LUMO = 0.69 eV
frontier orbital gap = 8.53 eV
SMILES = Cc1ccc(O)cc1.Cc1c[nH]cn1
net charge = 0
HOMO level = -7.840 eV

=====

5.
The following is a DFT calculation (ωB97M-V/def2-TZVPD) of 2 unconnected molecules or ions with the total composition C11H14N2O.

```
28
Properties=species:S:1:pos:R:3:lowdin_charge:R:1
C 3.599 -0.336 2.064 -0.054
C 2.891 0.941 1.782 -0.356
C 2.716 3.063 1.400 -0.208
C 1.691 1.143 1.135 -0.076
N 3.551 2.150 1.833 0.082
N 1.601 2.485 0.872 0.029
H 2.960 4.106 1.304 0.110
H 4.292 -0.152 2.885 0.073
H 4.216 -0.713 1.256 0.072
H 0.787 3.045 0.638 0.147
H 0.884 0.540 0.748 0.109
H 2.838 -1.051 2.373 0.074
C -2.043 -3.255 -0.262 -0.063
C -2.097 0.782 -1.783 -0.339
C -1.257 -0.191 -2.318 -0.036
C -2.927 0.389 -0.730 -0.014
C -1.387 -1.528 -2.018 -0.054
C -2.882 -0.916 -0.266 -0.043
C -2.130 -1.916 -0.913 -0.292
O -2.027 2.089 -2.156 0.034
H -1.123 2.415 -2.264 0.110
H -0.593 0.092 -3.130 0.115
H -3.560 1.188 -0.356 0.117
H -0.663 -2.269 -2.351 0.116
H -3.442 -1.215 0.610 0.109
H -1.715 -3.970 -1.030 0.079
H -2.956 -3.597 0.213 0.076
H -1.225 -3.319 0.464 0.084
```

Summary:
energy above the lowest of the compared OMol25 structures with the same formula, charge and spin = 161.8 kJ/mol
LUMO = 0.38 eV
frontier orbital gap = 8.96 eV
SMILES = Cc1ccc(O)cc1.Cc1c[nH]cn1
net charge = 0
HOMO level = -8.581 eV

=====

6.
The following is a DFT calculation (ωB97M-V/def2-TZVPD) of 2 unconnected molecules or ions with the total composition C11H14N2O.

```
28
Properties=species:S:1:pos:R:3:lowdin_charge:R:1
C -0.638 1.098 2.560 -0.042
C -1.929 2.737 -0.314 -0.206
C -1.508 1.695 1.504 -0.346
C -2.836 1.509 1.271 -0.059
N -0.945 2.446 0.490 0.087
N -3.100 2.183 0.102 0.042
H -2.025 3.404 -1.156 0.119
H -3.946 2.264 -0.429 0.141
H -3.625 1.026 1.819 0.115
H -0.472 0.031 2.484 0.076
H -0.958 1.324 3.574 0.073
H 0.344 1.555 2.458 0.066
C 1.211 -3.829 -2.268 -0.064
C 0.370 -0.448 -0.831 -0.021
C 0.238 -1.684 -1.442 -0.057
C 1.541 -0.180 -0.135 -0.319
C 1.143 -2.729 -1.235 -0.278
C 2.494 -1.165 0.083 -0.009
C 2.236 -2.433 -0.417 -0.056
O 1.792 1.048 0.430 0.023
H -0.390 0.309 -0.930 0.094
H -0.623 -1.882 -2.068 0.108
H 1.254 1.701 -0.021 0.071
H 3.414 -0.997 0.613 0.113
H 0.790 -4.802 -1.984 0.073
H 2.253 -4.085 -2.469 0.073
H 2.907 -3.259 -0.205 0.110
H 0.744 -3.535 -3.204 0.072
```

Summary:
energy above the lowest of the compared OMol25 structures with the same formula, charge and spin = 123.6 kJ/mol
LUMO = 0.72 eV
frontier orbital gap = 8.76 eV
SMILES = Cc1ccc(O)cc1.Cc1c[nH]cn1
net charge = 0
HOMO level = -8.041 eV